Entry 1:
A molecular structure, C11H17K2N4O7 at a distorted geometry. Source: OMol25; level of theory: wB97M-V/def2-TZVPD.

Element x y z (Å)
1 K -2.6732 -17.9961 1.3195
2 K 2.8462 -16.4909 -3.0311
3 O 1.4409 -14.7072 -7.3059
4 O 1.7887 -15.5135 -5.3190
5 O -1.2098 -17.4745 -1.0306
6 O -2.6811 -13.8107 -1.3481
7 O -0.0222 -17.1857 -2.7773
8 O -2.2504 -13.7419 -3.5011
9 O -2.1982 -16.7811 -2.8686
10 N -2.4310 -13.2510 -2.4086
11 N -5.3823 -16.4990 -4.6423
12 N -4.4205 -16.8412 -0.9504
13 N 1.0415 -15.2314 -6.2944
14 C -5.8375 -16.1800 0.6500
15 C -2.3354 -11.7992 -2.3536
16 C -4.2187 -16.0892 -5.1995
17 C -6.4560 -17.1632 -0.1581
18 C -3.7619 -17.1491 -6.0035
19 C -5.6289 -17.4185 -1.2663
20 C -1.1055 -17.1979 -2.2009
21 C -4.5786 -16.0380 0.1738
22 C -5.8395 -17.6556 -5.1823
23 C -4.8649 -18.0067 -6.0544
24 C -0.4120 -15.5454 -6.0556
25 H -1.0630 -15.1047 -6.8107
26 H -3.2874 -11.4002 -2.0035
27 H -4.8554 -18.8492 -6.7301
28 H -7.4406 -17.5445 0.0689
29 H -6.2038 -15.8171 1.5989
30 H -1.8808 -16.6783 -3.7687
31 H -2.2844 -11.4629 -3.3891
32 H -3.5777 -16.9164 -1.5020
33 H -0.5398 -15.1951 -5.0314
34 H -0.5578 -16.6249 -6.0187
35 H -3.7259 -15.1820 -4.8824
36 H -3.8114 -15.3432 0.4824
37 H -5.9328 -15.8881 -4.0560
38 H -2.8395 -17.3074 -6.5424
39 H -6.8138 -18.0289 -4.9035
40 H -1.4756 -11.4267 -1.7968
41 H -5.8159 -18.0717 -2.1058

Values from the calculation:
2S+1 = 1
F_max = 4.5 eV Å⁻¹
Charge = +1

---

Entry 2:
A gas-phase ion, C10H18NP2 (charge +1) at a distorted geometry. Source: OMol25; level of theory: wB97M-V/def2-TZVPD.

Element x y z (Å)
1 P -1.6996 -0.1911 -1.4292
2 P 1.4792 -0.7659 0.6350
3 N 0.7084 -1.7841 -0.5006
4 C -3.1721 -0.7442 -0.4190
5 C 0.6773 1.9143 1.3517
6 C -1.7586 0.4850 1.1687
7 C 1.1071 -3.0204 -0.7103
8 C 2.9430 0.8749 -0.8697
9 C 1.4281 1.3432 -1.0252
10 C -2.7695 -0.6798 1.1142
11 C 3.0405 -0.5160 -0.3533
12 C 0.5044 0.9325 0.2028
13 C -0.8446 0.5246 -0.0320
14 H 0.7346 1.4217 2.3254
15 H 0.3829 -3.5820 -1.1954
16 H 1.0626 0.8956 -1.9405
17 H 1.9113 -3.6159 -0.2960
18 H -0.2543 2.5095 1.3821
19 H -3.5537 -1.8126 -0.4533
20 H -2.3039 1.4526 1.1386
21 H -4.0296 -0.0988 -0.4284
22 H 3.9623 -0.7357 0.3978
23 H 1.5881 2.4854 1.2193
24 H 3.4726 0.8712 -1.9267
25 H 2.8816 -1.3776 -1.0297
26 H -1.2481 0.5792 2.0453
27 H -3.5502 -0.5053 1.8010
28 H -0.7538 -1.3192 -1.2247
29 H 3.5199 1.5752 -0.2540
30 H -2.3493 -1.6101 1.4431
31 H 1.4546 2.3971 -1.1361

Values from the calculation:
2S+1 = 1
F_max = 3.7 eV Å⁻¹
Charge = +1

---

Let's list LUMO energy in order: -2.80, -4.86 eV.
Let's list M in order: 395.5, 214.2 g/mol.
Let's list energy relative to the best compared isomer or geometry (same formula, charge and spin) in order: 0.0000, 1.6337 eV.